# C5H6O2

One molecule with the formula C5H6O2 (ωB97M-V/def2-TZVPD, the OMol25 dataset).

Structure (XYZ):
```
13
C5H6O2 ωB97M-V/def2-TZVPD
C -1.2891 -1.0182 0.0131
C -0.1105 -0.2469 0.5958
O 1.1257 -0.9960 0.3582
C 2.0484 -0.3414 -0.3851
O 3.1183 -0.7598 -0.7182
C -0.1101 1.1092 0.0552
C -0.5491 2.2025 -0.1761
H -1.2070 -1.0513 -1.0756
H -2.2541 -0.5589 0.2569
H -1.2686 -2.0285 0.4168
H -0.2161 -0.1324 1.6806
H 1.6625 0.6575 -0.6509
H -0.9504 3.1643 -0.3706
```

Computed properties:
* frontier orbital gap: 10.94 eV
* relative energy (zero: lowest compared OMol25 entry of this formula, charge and spin): 54.4 kcal per mole
* charge: 0
* M: 98.10 g/mol
* structure (SMILES): C#C[C@@H](C)OC=O
* LUMO energy: 0.78 eV

=====

# C37H48ClFIN3O22P

A 8-piece molecular cluster, C37H48ClFIN3O22P overall (ωB97M-V/def2-TZVPD, the OMol25 dataset).

Structure (XYZ):
```
114
C37H48ClFIN3O22P ωB97M-V/def2-TZVPD
C 0.9522 -0.6718 2.7996
P 2.5229 -1.2670 2.0800
C 2.1217 -2.9290 1.4531
N 2.8960 -0.3574 0.5542
C 4.0615 -0.6756 -0.0933
Cl 5.2229 -1.8104 0.3857
C 4.1706 0.1120 -1.1944
I 5.7155 0.0856 -2.5446
N 3.0569 0.9182 -1.1892
C 2.8223 1.9245 -2.2216
C 1.9452 1.3902 -3.3655
F 1.8027 0.0100 -3.2015
C 2.2850 0.6223 -0.1431
C 1.0057 1.2326 0.2927
C 0.1401 1.9173 -0.7706
C -1.1360 2.3932 -0.0943
O -1.3359 3.5535 0.0372
N -2.0890 1.4401 0.4133
C -2.4646 0.3961 -0.5136
C -1.7371 -0.7836 -0.6820
C -2.1674 -1.7369 -1.6010
C -3.3046 -1.5251 -2.3822
C -4.0317 -0.3495 -2.2022
C -3.6183 0.5942 -1.2667
H 0.7376 -1.3476 3.6169
H 0.1214 -0.7952 2.1037
H 1.0041 0.3440 3.1729
H 1.2318 -2.8505 0.8235
H 1.8921 -3.6075 2.2591
H 2.9096 -3.3358 0.8306
H 2.4476 2.8468 -1.8095
H 3.7843 2.1841 -2.6433
H 2.4245 1.5446 -4.3219
H 0.9532 1.8208 -3.3788
H 1.2390 1.9821 1.0523
H 0.3854 0.4931 0.7707
H 0.5749 2.8076 -1.1969
H -0.1645 1.2149 -1.5424
H -1.8036 1.0617 1.3087
H -0.8437 -1.0101 -0.1179
H -1.6203 -2.6607 -1.7227
H -3.6089 -2.2635 -3.1040
H -4.9140 -0.1983 -2.8043
H -4.2115 1.4844 -1.1336
C 4.0633 -2.3610 7.1363
C 2.7094 -2.4464 7.8096
O 1.8134 -2.3676 6.6905
C 2.4765 -2.7766 5.5945
O 1.9620 -2.9849 4.5359
O 3.7906 -2.9184 5.8414
H 4.8344 -2.9331 7.6438
H 4.4052 -1.3332 7.0089
H 2.5512 -3.3984 8.3171
H 2.5224 -1.6352 8.5070
C 3.2112 -7.6263 0.9959
C 2.9108 -7.2129 2.4200
O 1.9891 -6.1285 2.2411
C 1.3965 -6.2855 1.0260
O 0.4681 -5.6527 0.6415
O 2.0085 -7.2576 0.3155
H 3.4001 -8.6906 0.8878
H 4.0450 -7.0695 0.5643
H 2.4166 -8.0016 2.9890
H 3.7902 -6.8781 2.9637
C -0.6297 5.9731 -4.9983
C -0.9968 5.5786 -3.5878
O -0.0621 4.5098 -3.3277
C 0.9974 4.6743 -4.1461
O 2.0108 4.0441 -4.0445
O 0.7683 5.6171 -5.0636
H -0.7640 7.0256 -5.1915
H -1.1688 5.3950 -5.7505
H -0.8257 6.3798 -2.8697
H -2.0190 5.2287 -3.4907
C -5.7834 0.1457 1.3962
C -6.0589 0.5602 2.8244
O -7.3630 1.1395 2.7279
C -7.9781 0.6190 1.6379
O -9.1234 0.7641 1.3707
O -7.0971 -0.0979 0.8884
H -5.1701 -0.7502 1.3229
H -5.3208 0.9416 0.8130
H -6.0962 -0.2867 3.5074
H -5.3416 1.2840 3.2019
C -4.7512 8.6673 -7.2918
C -5.0257 7.1970 -7.0532
O -3.9412 6.8254 -6.1890
C -3.5052 7.9410 -5.5616
O -2.7274 7.9400 -4.6580
O -4.0613 9.0439 -6.0922
H -5.6531 9.2596 -7.4149
H -4.0913 8.8383 -8.1432
H -5.9660 7.0253 -6.5280
H -5.0111 6.6031 -7.9625
C -6.1378 -3.8063 5.5861
C -7.5587 -3.2819 5.6206
O -7.3809 -1.9598 6.1402
C -6.1154 -1.5675 5.8801
O -5.7052 -0.4632 6.0316
O -5.3747 -2.6050 5.4153
H -5.9537 -4.4955 4.7665
H -5.8428 -4.2782 6.5245
H -8.0039 -3.2118 4.6268
H -8.2154 -3.8598 6.2647
C 9.7712 -1.2411 -3.6284
C 9.3299 -1.4944 -2.2003
O 10.2433 -2.5018 -1.7719
C 11.3644 -2.4151 -2.5394
O 12.3713 -2.9983 -2.3293
O 11.1598 -1.5634 -3.5783
H 9.6295 -0.2107 -3.9468
H 9.2798 -1.9063 -4.3417
H 9.4493 -0.6146 -1.5637
H 8.3053 -1.8523 -2.1253
```

Computed properties:
* frontier orbital gap: 9.09 eV
* charge: +1
* M: 1099.12 g/mol
* LUMO energy: -2.28 eV

=====

Please write out number 1 again, unchanged.
# C5H6O2

One molecule with the formula C5H6O2 (ωB97M-V/def2-TZVPD, the OMol25 dataset).

Structure (XYZ):
```
13
C5H6O2 ωB97M-V/def2-TZVPD
C -1.2891 -1.0182 0.0131
C -0.1105 -0.2469 0.5958
O 1.1257 -0.9960 0.3582
C 2.0484 -0.3414 -0.3851
O 3.1183 -0.7598 -0.7182
C -0.1101 1.1092 0.0552
C -0.5491 2.2025 -0.1761
H -1.2070 -1.0513 -1.0756
H -2.2541 -0.5589 0.2569
H -1.2686 -2.0285 0.4168
H -0.2161 -0.1324 1.6806
H 1.6625 0.6575 -0.6509
H -0.9504 3.1643 -0.3706
```

Computed properties:
* frontier orbital gap: 10.94 eV
* relative energy (zero: lowest compared OMol25 entry of this formula, charge and spin): 54.4 kcal per mole
* charge: 0
* M: 98.10 g/mol
* structure (SMILES): C#C[C@@H](C)OC=O
* LUMO energy: 0.78 eV